Entry 1:
Entry from the OMol25 dataset: a molecular structure, C23H32N2O3 in a non-equilibrium geometry (the ωB97M-V functional and the def2-TZVPD basis).

XYZ file:
```
60
C23H32N2O3 (the ωB97M-V functional and the def2-TZVPD basis)
C -1.0980 -0.5322 -2.5031
H -1.9994 4.1391 1.8579
H 0.5770 -1.0587 -3.8248
C 2.5615 -0.6047 1.7265
H 1.0818 -2.1351 1.5375
H 2.2297 -4.1955 -1.7635
H 2.9097 -3.1246 -2.5932
H -1.0486 -2.0449 2.8630
H 0.0631 3.9356 0.5321
H -2.8444 0.8698 0.3733
H -2.0435 2.4111 2.2585
H -0.0921 -3.7120 -3.0728
H 0.6630 -3.8510 -5.5107
O -0.9536 -0.4724 0.5152
H -2.3284 5.1901 -0.1720
O 3.5179 -0.1927 1.4716
H 2.4289 -3.3612 -4.8451
C 1.1496 0.8141 2.8903
C 0.9365 -1.2838 3.8575
H 1.3741 1.7888 0.3580
C 1.5457 -2.3543 -1.0968
C -3.1290 1.5789 -0.2652
C -3.8390 1.7413 -1.3461
H -4.2877 2.7811 -3.2923
C -2.4001 3.1794 0.1017
H 1.1764 -2.3293 3.3619
H 1.2508 -0.0744 -0.8298
C 2.0122 -0.3094 3.1311
H -0.3007 1.4827 -0.1121
C -0.5409 -1.0262 3.0103
H -0.1642 -1.9766 -0.4647
H 1.8819 1.9699 2.5740
C 1.2597 -3.7090 -4.8090
C -3.3618 4.0727 -1.8691
H -3.5448 5.1304 -2.3718
H 3.2360 -1.6907 -0.4046
H 2.2843 -0.4991 -2.1871
H -1.1398 -0.5247 3.6003
H 2.6306 -0.1827 4.0092
N 0.2063 0.8052 1.7542
H 0.3295 3.4908 2.1751
C 2.6084 -2.2036 0.0826
C -1.8532 3.1297 1.2826
C -0.2711 3.1938 1.1765
C 2.0782 -3.3023 -2.3120
H -4.0403 0.7848 -1.6677
H 3.0887 -3.2021 0.1244
O 0.3031 -2.9249 -0.4423
C -2.8693 4.0164 -0.5538
C 0.4319 1.8859 0.7393
C 0.9863 -3.5009 -3.3015
H -1.6471 -0.4021 -1.4095
H 0.7140 1.3779 3.7940
C -0.5466 -0.4282 1.7671
C -3.8945 2.7219 -2.3562
H 0.7729 -1.3177 4.8325
H -1.8157 -0.4784 -3.3906
C 1.2307 -0.7568 -1.8643
N 2.0581 -1.7864 1.2219
C 0.1667 -0.6647 -2.7951
```

Summary:
Kohn-Sham gap ... 8.586 eV
HOMO ... -0.305 Ha

natural (NBO) atomic charge list, values in e, 5 entries:
1. C -0.3936
2. H 0.2205
3. H 0.2356
4. C 0.7214
5. H 0.4268

***

Entry 2:
Entry from the OMol25 dataset: a molecular structure, C23H32N2O7S3SeW in a non-equilibrium geometry (the ωB97M-V functional and the def2-TZVPD basis).

XYZ file:
```
69
C23H32N2O7S3SeW (the ωB97M-V functional and the def2-TZVPD basis)
C -1.3329 -4.2816 -0.4885
H 1.4218 0.3521 -6.2673
O -0.1097 0.8437 -3.0669
H 0.6771 8.0568 0.4097
O -0.4493 2.3995 2.4941
H -3.3793 -2.4344 3.8033
H -1.0197 1.6178 -6.4194
H -1.5927 -1.5985 5.2689
C -2.8069 -4.6716 -0.4628
H -3.1012 -5.1273 -1.4080
C -0.5996 5.1780 1.6892
C 3.2379 -1.2772 1.9352
C -1.0338 -3.1495 -1.4720
H 0.4947 -0.8647 -5.3150
C -0.2757 -1.0029 3.7308
C -1.4301 -1.5298 4.1998
H -0.7346 -5.1461 -0.7789
H 0.5026 -0.6498 4.3914
H -3.2062 -2.3768 1.3432
H 2.4997 0.7270 1.4675
H -1.8830 2.1602 -4.9583
C 0.7957 6.1313 -0.5495
H -0.9725 -4.0186 0.5136
H 2.0472 0.1555 3.0628
H -1.5453 -3.3381 -2.4205
N 0.8347 -0.5377 1.5413
C 2.9788 -2.5571 2.7368
H 3.9501 -3.0118 2.9307
O 0.7777 4.6549 -3.0755
H 2.2231 -4.5790 2.5184
H 3.4328 -1.5380 0.8899
H -2.5837 -1.7684 -0.7667
H 4.1581 -0.7989 2.2813
S 0.6160 3.8628 -1.9320
C -1.2643 1.3707 -5.3815
C -2.4965 -2.0266 3.3255
C -1.2182 -1.4476 1.4406
C -1.5245 -1.7760 -1.0167
C 0.4835 4.7965 -0.4591
H -1.7183 0.3843 -5.3063
C -0.2229 4.3063 0.6917
H 0.0344 -3.0997 -1.7082
S 0.2959 1.3783 -4.5290
O 1.0425 2.1515 0.4480
H -1.0930 4.8160 2.5821
Se 1.6803 -0.6803 -1.1959
H 1.0418 -3.3920 2.0544
H 2.4204 -3.7436 0.9967
C 0.4519 -0.6352 0.1830
H -1.3782 -1.0218 -1.7987
O -1.1530 1.6365 0.2520
H 2.5836 -2.3051 3.7255
N -0.8069 -1.2978 0.1963
C -0.2913 6.5486 1.5676
C -0.1509 -0.9514 2.3158
C 0.4194 7.0085 0.4895
H 1.2851 6.5220 -1.4338
H -3.0100 -5.3954 0.3245
C -2.4180 -1.9939 1.9757
C 2.1139 -3.6074 2.0384
O -0.6401 2.9907 -1.7761
C 1.1469 0.0055 -5.2654
H -0.6014 7.2274 2.3515
H 2.0638 -0.1689 -4.7045
S -0.2863 2.6084 1.1140
O 1.6121 2.6276 -1.8758
W 0.2801 1.2575 -1.1779
C 2.2020 -0.1553 2.0308
H -3.4758 -3.8199 -0.3019
```

Summary:
Total charge ... +4
Kohn-Sham gap ... 5.942 eV
HOMO ... -0.770 Ha

natural (NBO) atomic charge list, values in e, 5 entries:
1. C -0.4096
2. H 0.3137
3. O -0.8744
4. H 0.2854
5. O -0.7888

***

Entry 3:
Entry from the OMol25 dataset: a single C23H32N4O3 molecule (the ωB97M-V functional and the def2-TZVPD basis).

XYZ file:
```
62
C23H32N4O3 (the ωB97M-V functional and the def2-TZVPD basis)
H -0.0434 -3.9318 1.6817
C -0.7781 1.8497 -1.0807
N 1.5528 2.1797 -0.3324
H 1.6898 0.1812 -0.8347
H 3.0546 -2.4618 2.6954
H 2.8776 -1.5555 -2.7524
H -0.7098 2.7642 -1.6727
H -0.4848 1.0054 -1.7094
H 2.4668 -0.8932 3.2911
H 0.2806 -1.3167 2.1014
C -4.1986 2.5629 0.3673
H -2.1945 -0.4538 -0.8954
H 0.1470 1.0639 0.7188
C -4.0377 0.2046 -0.0496
H -6.1401 -0.7227 1.6115
H -4.4503 -0.7926 -0.0359
N 2.8164 -0.9497 1.2785
C -2.7546 0.3976 -0.5371
H -2.1484 -2.5872 0.8776
H -7.6659 0.1641 1.3774
H 1.7039 -3.8934 1.3738
C -1.9362 -3.2017 0.0027
C 2.3835 -1.6211 2.4797
C 2.3054 1.0797 -0.8759
H 0.6474 -2.4881 3.3695
H -1.9212 -4.2475 0.3115
C 3.2669 0.3197 1.3046
H -1.0641 -2.2153 -2.6956
C 1.0201 -2.1630 -1.9294
O 3.3961 0.9546 2.3306
H 2.6780 -1.4537 0.4035
C -0.3685 -2.3677 -1.8956
H 2.5529 1.2724 -1.9282
H 1.4591 -0.7764 -3.4853
C -2.9225 2.7391 -0.1197
H 5.3556 2.1435 -0.3805
H -2.4914 3.7287 -0.1456
H -2.7375 -3.0706 -0.7194
C 1.8509 -1.7055 -3.0744
C 3.6010 3.3711 -0.6256
C 0.7894 -3.2929 1.3817
C 2.1508 3.3871 -0.1885
C -6.6780 -0.0252 0.9604
O -6.0416 1.2263 0.9041
C 3.6092 0.8804 -0.0842
H 4.4520 2.4421 1.1089
C 4.3535 2.2177 0.0438
N 1.5485 -2.4616 -0.7521
H 3.6375 3.2705 -1.7140
H -0.0792 2.8292 0.7172
N 0.5391 -2.8563 0.0342
C -4.7726 1.2908 0.4073
H 1.8370 -2.4544 -3.8656
H -4.7807 3.3972 0.7249
C -0.6443 -2.8139 -0.6194
C 0.9460 -2.1358 2.3815
C 0.1950 1.9690 0.1028
H -6.7862 -0.4681 -0.0355
H 4.0531 4.3256 -0.3576
O 1.5759 4.3682 0.2363
H 4.2175 0.1341 -0.6033
C -2.1807 1.6569 -0.5841
```

Summary:
SMILES ... COc1ccc(CCN2C[C@H](C(=O)NCCCn3nc(C)cc3C)CCC2=O)cc1
Kohn-Sham gap ... 8.802 eV
HOMO ... -0.305 Ha

natural (NBO) atomic charge list, values in e, 5 entries:
1. H 0.2145
2. C -0.4506
3. N -0.4565
4. H 0.2268
5. H 0.1829

***

Entry 4:
Entry from the OMol25 dataset: a single C23H32N4O6S molecule (the ωB97M-V functional and the def2-TZVPD basis).

XYZ file:
```
66
C23H32N4O6S (the ωB97M-V functional and the def2-TZVPD basis)
C 6.7578 0.6835 -0.6720
O -2.5527 -1.9320 -2.3265
C 1.7727 -0.1222 1.7985
C 5.0349 -1.2670 -1.5878
H -0.4661 2.1430 -2.5093
C -1.7090 1.2839 -1.0024
H 7.4473 1.4374 -0.3260
H 2.4303 -0.1458 2.6715
C 2.1334 -2.4503 1.4188
H 7.1041 1.5429 1.9672
H -5.6145 1.9887 0.7626
O 5.2390 1.0735 1.1868
H 7.9907 0.1786 -2.3425
H -6.8506 -1.2971 1.4192
H -3.1198 4.2214 -1.1396
C 7.0719 -0.0341 -1.8176
C 5.5923 0.4251 0.0283
C -6.9307 -1.0504 0.3539
H -9.0713 -1.0608 0.2788
S -1.7047 -1.5128 -1.2481
N -2.5692 2.2809 -0.6224
H 1.8886 0.2451 -0.3130
H 3.6589 -2.9110 -0.0379
C -3.6233 0.3628 -0.2453
H -2.1647 4.0858 0.3487
C -2.3234 0.0840 -0.7600
H -6.8015 -1.9754 -0.2184
H 5.6741 2.3456 2.6612
H 1.6774 -3.4367 1.3798
C -3.7317 1.7430 -0.1692
N 1.1454 -1.4215 1.6446
C -4.6320 -0.6137 0.1438
H 2.1930 -2.1241 -0.7126
H 0.9858 0.6182 1.9431
H 0.0318 -3.2971 0.1418
C 6.1374 2.0024 1.7368
H 2.8331 -2.4235 2.2615
H 3.0973 1.1408 0.6543
H -8.3031 -0.1330 -1.0184
H -4.4553 3.2830 1.1124
C -0.1570 -1.4779 1.2933
H -5.2550 3.2032 -0.4611
C 2.9048 -2.1403 0.1286
N -1.8744 -2.6181 -0.0245
H 0.2542 2.1142 -0.8883
O -4.4151 -1.7314 0.5659
C -4.8272 2.6050 0.3442
H 0.0938 0.6137 -1.8227
C -8.2566 -0.3843 0.0375
C -0.7018 -2.8133 0.7878
O -0.8956 -0.5116 1.3913
H 4.3597 -2.0163 -1.9691
H 6.2930 2.8601 1.0733
H 6.4449 -1.5733 -3.1633
C -2.2950 3.6905 -0.6619
H -2.7498 -2.4546 0.4653
O -5.8806 -0.1461 0.0081
H -1.3854 3.8715 -1.2277
H -8.3694 0.5280 0.6173
C 4.6973 -0.5665 -0.4346
N 3.5583 -0.8622 0.3159
O -0.2891 -1.4248 -1.5243
C -0.3746 1.5646 -1.5892
H -0.9482 -3.4695 1.6261
C 2.5835 0.1891 0.5391
C 6.2120 -1.0114 -2.2715
```

Summary:
SMILES ... CCOC(=O)c1c(S(=O)(=O)NCC(=O)N2CCN(c3ccccc3OC)CC2)c(C)n(C)c1C
Kohn-Sham gap ... 8.325 eV
HOMO ... -0.283 Ha

natural (NBO) atomic charge list, values in e, 5 entries:
1. C -0.3028
2. O -0.9305
3. C -0.2321
4. C -0.2392
5. H 0.2175

***

Entry 5:
Entry from the OMol25 dataset: a molecular structure, C23H32N5P2PdS in a non-equilibrium geometry (the ωB97M-V functional and the def2-TZVPD basis).

XYZ file:
```
64
C23H32N5P2PdS (the ωB97M-V functional and the def2-TZVPD basis)
C -0.8064 -2.8982 1.5353
P -1.3228 -1.1524 -0.5973
H 4.0527 2.4623 1.3283
C 0.3351 -1.1874 -1.3073
H -3.1590 -1.4984 1.7271
C 3.0244 -1.9286 -5.0558
C -3.8440 4.6643 0.5447
C 2.7589 -0.9739 -2.4525
C 1.4312 -0.6062 -0.6344
H -0.6425 -2.0291 2.1702
C -2.4334 -1.0795 -1.9981
C 1.6439 -1.5600 -3.1404
H 1.6849 -1.2102 3.1431
N -2.0561 2.7316 1.2172
H 1.4345 2.5616 -0.3792
C 4.0076 -0.8765 -3.0964
H 3.1611 -2.2876 -6.0668
N 2.6019 -0.4966 -1.1903
H 5.0860 -1.2890 -4.8738
H -2.1940 -0.2336 -2.6367
H 0.9569 -2.4770 -4.9689
H -2.3502 3.2505 3.1984
H -2.7150 -3.7314 -1.2516
H 2.4851 1.0603 3.5665
S -1.6070 1.8726 -1.1864
H -3.5323 -3.2045 1.5615
C -1.8050 -2.6315 0.4213
H 0.4409 2.9181 1.0531
C -3.1907 -2.3221 1.0178
H -2.2582 -2.0057 -2.5486
C -3.5514 4.4654 1.8682
C 2.1249 1.5993 1.4650
H 4.8424 -0.4333 -2.5699
H 0.1400 -3.2718 1.1430
H 1.7639 -2.2652 1.7205
C 1.9946 -1.2764 2.0994
P 1.2385 -0.0048 1.0837
C -2.6310 3.4709 2.1750
H -1.2203 -3.6767 2.1790
C 1.4540 2.7402 0.6972
H 2.0195 3.6579 0.8694
H 0.8641 1.7118 3.2736
H 3.7834 1.2569 0.0670
H -3.4714 -1.0065 -1.6779
N -2.5310 0.5381 3.6711
N 0.4380 -1.6338 -2.5341
H -1.9971 -4.7158 0.0171
C 1.8029 -2.0337 -4.4613
C -1.8663 -3.8069 -0.5740
H 4.1317 0.7508 1.7270
H 2.2670 2.7780 3.2638
H -4.0329 5.0494 2.6390
H -3.9389 -2.1054 0.2538
H -3.4255 4.0639 -1.3796
C -2.0114 0.5117 2.6370
H -4.5546 5.3998 0.1901
Pd -1.0049 0.6588 0.9082
H -0.9483 -3.9215 -1.1557
C -2.3625 2.9347 -0.0485
C 3.6112 1.4847 1.1135
C 1.9161 1.7834 2.9826
H 3.0701 -1.0953 2.0226
N -3.2329 3.8991 -0.3949
C 4.1295 -1.3498 -4.3710
```

Summary:
Total charge ... +3
Kohn-Sham gap ... 5.051 eV
HOMO ... -0.632 Ha

Mulliken atomic charge list, values in e, 5 entries:
1. C -1.6771
2. P 1.1311
3. H 0.5095
4. C 0.4598
5. H 0.2398

***

Entry 6:
Entry from the OMol25 dataset: a molecular structure, C23H32N6O4SSb2V in a non-equilibrium geometry (the ωB97M-V functional and the def2-TZVPD basis).

XYZ file:
```
69
C23H32N6O4SSb2V (the ωB97M-V functional and the def2-TZVPD basis)
O 0.2120 -1.5051 1.3344
H 2.8226 -3.4417 -0.3875
C -1.1937 0.9314 -4.8462
H -2.0229 0.5925 -5.4496
C -1.2381 -3.0319 4.0073
H 0.3671 -1.6300 4.2188
H 1.0619 5.1019 -0.9966
H -4.4462 -2.1829 3.3242
C 3.0021 -2.8441 -1.2775
C -2.0080 0.6039 -1.0800
H -0.6248 -3.8992 4.1919
H 2.3499 3.3436 -2.8164
C -3.3896 -2.0621 3.5185
C -0.0516 2.6610 -3.6597
H -4.0703 0.7792 -1.6631
H -0.8210 -1.9641 -2.3857
C -1.1280 2.2484 -4.4193
H -2.5107 -5.2282 3.5883
C 0.5290 4.3595 -0.4052
H 2.9916 1.7079 -2.5490
H -0.2376 -0.9755 -4.8302
C -1.5871 1.0826 1.1395
H 3.1094 -1.8793 2.3796
Sb 1.5841 2.4790 -0.3551
O 1.2965 -3.3624 1.8925
H 3.2220 0.4246 1.7444
S -0.6572 0.9111 3.5883
O 0.7414 0.7378 3.9651
C -2.8280 -0.8005 3.5497
H 4.0148 -2.4465 -1.2524
Sb 1.5519 -1.2261 -1.2732
H -1.6208 0.3097 -2.0536
H 3.5755 3.5962 1.1691
H 2.8689 -3.4546 -2.1677
H -0.4613 4.1837 -0.8212
H -1.9119 2.9458 -4.6752
H -4.7619 1.3887 0.6950
H 2.9321 -0.1979 -3.4065
H 1.9199 0.2356 2.7775
C 1.9122 -0.5729 -3.3535
C 2.0971 2.3297 -2.4991
H 0.4200 4.7096 0.6201
C -0.1896 0.0502 -4.4924
C 1.2333 -2.1659 1.6702
C -1.4671 -0.6638 3.7590
H 0.0147 3.6919 -3.3353
H -3.4214 0.0861 3.4072
H -4.0292 -4.5639 3.2172
C -0.6821 -1.7721 4.0181
N -3.1477 -4.4546 3.6920
N -2.8638 1.2967 1.4323
C 0.9066 0.4473 -3.7255
H 0.2150 -3.4084 -2.2048
V 0.6122 0.3017 0.6723
N 2.3133 -0.0350 1.8525
N -0.5693 1.1918 1.9788
C -0.1244 -2.4873 -1.7349
C 3.5631 3.2579 0.1347
C -2.5938 -3.1973 3.7105
H -0.6126 -2.7088 -0.7904
N -1.1274 0.7089 -0.0937
C -3.7298 1.1955 0.4326
H 4.3092 2.4734 0.0044
H 3.8092 4.0908 -0.5183
N 2.4725 -1.4413 1.7110
O -1.3584 1.9512 4.2828
H 1.8334 -1.4539 -3.9855
C -3.3539 0.8635 -0.8631
C 0.9764 1.7879 -3.3091
```

Summary:
2S+1 ... 2
Kohn-Sham gap (spin up / spin down) ... 6.820 / 6.148 eV
HOMO (spin up / spin down) ... -0.245 / -0.225 Ha

natural (NBO) atomic charge list, values in e, 5 entries:
1. O -0.7378
2. H 0.2494
3. C -0.2228
4. H 0.2156
5. C -0.2527

***

Entry 7:
Entry from the OMol25 dataset: a molecular structure, C23H33Cl2N2PtSSbSi in a non-equilibrium geometry (the ωB97M-V functional and the def2-TZVPD basis).

XYZ file:
```
64
C23H33Cl2N2PtSSbSi (the ωB97M-V functional and the def2-TZVPD basis)
H 0.6003 -1.7075 4.0691
C 1.5052 1.4006 1.5181
H -3.0737 4.2048 -1.5222
H -0.5312 -0.0038 3.5898
H 1.9832 0.4821 1.8766
C 0.7798 -2.5274 3.3728
H 1.9166 1.6457 0.5337
H 1.7609 -2.3874 2.9157
H -2.0226 0.8801 3.1980
Cl -3.7491 -0.3945 0.6941
C -5.6209 0.5762 -3.2665
C -1.3701 5.1649 1.2426
C -6.3610 0.6362 -2.0970
C 2.3946 -0.8237 -0.9559
H -7.4089 0.9074 -2.1245
H 5.4201 -0.4124 -0.0306
C 5.9605 -1.1524 -2.6498
H -3.1584 -3.4912 2.4184
C -2.4445 4.1338 -0.6431
H 0.7611 -3.4760 3.9134
C -2.1800 5.2638 0.1175
Si -0.3296 1.1891 1.4459
H 4.6448 1.2042 -1.9100
C -2.3259 -3.1989 3.0585
H -1.1582 6.0422 1.8414
Sb -0.7103 -2.5376 1.8523
C -1.9023 2.9014 -0.2832
H -6.2895 0.3771 0.0367
C -4.4029 -0.0112 -0.8844
S -1.8629 -0.4365 -2.0839
H -0.6088 1.7524 3.8206
H -0.2066 3.8802 2.4869
C 4.7756 -0.4409 -3.3033
C -4.2810 0.2378 -3.2222
C 4.0181 0.3888 -2.2809
H 4.3403 -1.7502 0.3585
H -2.0000 -4.0513 3.6572
H 3.1095 0.8240 -2.6888
H -6.0727 0.7966 -4.2249
H -2.6006 6.2217 -0.1637
C 5.4967 -2.0135 -1.4751
C -0.9300 0.9257 3.1733
H -2.1081 2.0335 -0.8972
C -5.7450 0.3433 -0.8967
H 0.7564 -4.3010 0.4506
H 1.7610 2.2153 2.2076
Pt -0.8990 -0.5165 0.0791
H 6.4882 -1.7622 -3.3829
H 6.3375 -2.5107 -0.9869
H 6.6749 -0.4034 -2.2867
C -0.8333 3.9355 1.5998
C -1.0868 2.7793 0.8482
N 1.2884 -1.1558 -0.8413
H -0.0811 -5.1381 1.7886
C -0.1850 -4.4015 0.9910
Cl -3.4529 0.2137 -4.7578
H 4.0921 -1.1796 -3.7329
H 5.1043 0.2087 -4.1170
H 4.8210 -2.7940 -1.8394
C -3.5901 -0.0702 -2.0330
H -0.9574 -4.7165 0.2897
H -2.6531 -2.3914 3.7142
N 3.6505 -0.4442 -1.1188
C 4.7522 -1.1646 -0.4592
```

Summary:
Kohn-Sham gap (spin up / spin down) ... 6.645 / 6.647 eV
HOMO (spin up / spin down) ... -0.251 / -0.251 Ha

natural (NBO) atomic charge list, values in e, 5 entries:
1. H 0.2325
2. C -1.1652
3. H 0.2114
4. H 0.2154
5. H 0.2295

***

How do the records compare in relative energy (zero: lowest compared OMol25 entry of this formula, charge and spin)? In the order shown, they have 2351.2 20.2 148.1 27.3 86.4 28.1 159.0 kJ/mol.